Arrangement w

Entry from the Open Molecules 2025 dataset: a molecular structure, CH3BrClP (ωB97M-V/def2-TZVPD).

Computed properties:
LUMO in eV: -0.027
E_HOMO in eV: -9.077
HOMO-LUMO gap in eV: 9.050

Geometry as ORCA input:
```
! wB97M-V def2-TZVPD RIJCOSX def2/J DEFGRID3
* xyz 0 1
C -0.95968 0.20099 -0.01205
P 1.26394 -0.33992 0.83421
Cl 1.35586 -1.87849 -0.50134
Br 2.23978 1.44712 0.02896
H -0.93151 0.16354 -1.06987
H -1.44120 1.04327 0.42178
H -1.52719 -0.63651 0.29830
*
```

---

Arrangement x

Entry from the Open Molecules 2025 dataset: CH3BrClP in the gas phase (ωB97M-V/def2-TZVPD).

Computed properties:
LUMO in eV: 0.298
E_HOMO in eV: -9.638
HOMO-LUMO gap in eV: 9.936
SMILES: CP(Cl)Br

Geometry as ORCA input:
```
! wB97M-V def2-TZVPD RIJCOSX def2/J DEFGRID3
* xyz 0 1
C 0.22645 -0.77614 0.12492
P -0.05149 0.97796 0.60597
Cl 1.11806 2.02775 -0.87870
Br -2.10485 1.22827 -0.18945
H -0.40911 -1.49031 0.76053
H 1.37094 -0.97007 0.46928
H -0.15000 -0.99745 -0.89255
*
```

---

Bottom line: arrangement x, by a margin of 0.0487 hartree.

---

Arrangement w

Entry from the Open Molecules 2025 dataset: a gas-phase ion, C5H12NS (charge -1) (ωB97M-V/def2-TZVPD).

Computed properties:
LUMO in eV: 3.656
E_HOMO in eV: -2.284
HOMO-LUMO gap in eV: 5.940
SMILES: CN(C)CCC[S-]

Geometry as ORCA input:
```
! wB97M-V def2-TZVPD RIJCOSX def2/J DEFGRID3
* xyz -1 1
C -0.52208 -0.77178 -1.14531
C 0.40311 -0.55388 -2.35378
S 0.50280 1.23208 -2.99265
C 0.21939 -0.88651 0.17737
N 0.31933 0.13618 1.25132
C 0.41142 1.49004 0.68427
C -0.61595 0.01860 2.32449
H -1.21634 -1.54228 -1.50310
H -1.06357 0.19282 -1.17039
H 1.45003 -0.81102 -2.16702
H 0.06555 -1.14515 -3.21261
H 1.29592 -0.97632 -0.07116
H -0.01428 -1.82469 0.68278
H -0.27460 1.68175 -0.14994
H 1.40252 1.63640 0.22242
H 0.36207 2.23544 1.47354
H -0.11778 -0.48684 3.18383
H -1.06968 0.93382 2.68850
H -1.53787 -0.55868 2.07742
*
```

---

Arrangement x

Entry from the Open Molecules 2025 dataset: a gas-phase ion, C5H12NS (charge -1) (ωB97M-V/def2-TZVPD).

Computed properties:
LUMO in eV: 3.489
E_HOMO in eV: -2.222
HOMO-LUMO gap in eV: 5.710
SMILES: CCCNCC[S-]

Geometry as ORCA input:
```
! wB97M-V def2-TZVPD RIJCOSX def2/J DEFGRID3
* xyz -1 1
C -1.48971 -1.18574 0.71064
N -0.67974 -0.66187 -0.34014
C 0.81025 -0.47389 -0.17358
C 1.32179 0.26035 -1.39018
S 3.07741 0.66027 -1.02439
C -1.98528 -0.02902 1.60840
C -3.30419 0.69114 1.27312
H -0.91593 -1.87597 1.36532
H -2.31373 -1.77626 0.28685
H -1.02390 -0.59049 -1.28314
H 1.25043 -1.48850 -0.26782
H 0.86966 -0.18355 0.87950
H 1.26084 -0.46261 -2.21718
H 0.73550 1.14256 -1.69934
H -1.26885 0.79137 1.72806
H -1.96075 -0.37051 2.67024
H -4.13010 0.45696 1.95140
H -3.15517 1.76100 1.33441
H -3.64164 0.42207 0.26309
*
```

---

Bottom line: arrangement x, by a margin of 0.0119 hartree.

---

Arrangement w

Entry from the Open Molecules 2025 dataset: a gas-phase ion, C5H12NS (charge -1) (ωB97M-V/def2-TZVPD).

Computed properties:
LUMO in eV: 3.463
E_HOMO in eV: -2.255
HOMO-LUMO gap in eV: 5.718
SMILES: CCNCCC[S-]

Geometry as ORCA input:
```
! wB97M-V def2-TZVPD RIJCOSX def2/J DEFGRID3
* xyz -1 1
C 0.19631 -1.27149 -1.19344
C 1.64155 -0.94576 -1.52991
S 2.29755 -1.53156 -3.13733
C -0.08597 -1.01419 0.33498
N -1.37520 -0.27476 0.53696
C -1.29733 0.84850 1.45994
C -0.37316 2.00166 1.00275
H -0.37757 -0.59627 -1.83497
H -0.11306 -2.31602 -1.19452
H 1.83068 0.12753 -1.43714
H 2.27438 -1.42878 -0.77262
H -0.08550 -1.93520 0.90259
H 0.68446 -0.27904 0.57513
H -1.55389 0.03038 -0.41286
H -0.93691 0.41626 2.39225
H -2.28929 1.29469 1.53822
H -0.92724 2.76897 0.46491
H 0.45801 1.67980 0.37925
H 0.03217 2.42527 1.92580
*
```

---

Arrangement x

Entry from the Open Molecules 2025 dataset: 2 unconnected molecules or ions with the total composition C5H12NS (ωB97M-V/def2-TZVPD).

Computed properties:
LUMO in eV: 3.516
E_HOMO in eV: -2.942
HOMO-LUMO gap in eV: 6.457

Geometry as ORCA input:
```
! wB97M-V def2-TZVPD RIJCOSX def2/J DEFGRID3
* xyz -1 1
C -0.57370 0.70690 -1.41258
N -0.75445 0.60766 0.02411
C 0.66275 0.46992 -0.02069
C 1.39596 -0.82585 -0.38859
S 3.00232 -1.11372 0.50173
C 0.51815 -0.78624 3.07900
C -2.08220 0.95917 -2.06777
H -0.05202 1.50074 -1.97283
H -0.36027 -0.21844 -1.97732
H 1.39335 -1.32171 2.65103
H 1.39461 1.30026 0.16186
H 0.74558 -1.62198 -0.07757
H 1.64852 -0.84526 -1.43288
H 0.02698 -1.16721 4.01547
H -0.19496 -0.85563 2.29117
H 0.65623 0.27355 3.27395
H -2.75295 0.13765 -1.82704
H -2.58265 1.83523 -1.66021
H -2.09124 0.96496 -3.16083
*
```

---

Bottom line: arrangement w, by a margin of 0.1241 hartree.

---

Arrangement w

Entry from the Open Molecules 2025 dataset: 7 unconnected molecules or ions with the total composition C7H28O7 (ωB97M-V/def2-TZVPD).

Computed properties:
LUMO in eV: 0.296
E_HOMO in eV: -9.373
HOMO-LUMO gap in eV: 9.669
SMILES: CO.CO.CO.CO.CO.CO.CO

Geometry as ORCA input:
```
! wB97M-V def2-TZVPD RIJCOSX def2/J DEFGRID3
* xyz 0 1
C -0.52632 -2.58325 3.03751
O -1.12922 -1.62472 2.19634
H 0.03642 -2.12632 3.85489
H -1.26882 -3.27651 3.43552
H 0.20009 -3.16616 2.47143
H -1.47363 -0.87754 2.73297
C -2.68966 0.82466 4.50340
O -2.25949 0.68607 3.15759
H -3.65964 1.33673 4.53635
H -2.85998 -0.12962 4.99586
H -1.96599 1.42556 5.06034
H -2.14840 1.57805 2.77446
C 0.38564 -2.74251 -3.49169
O -0.28305 -2.90431 -2.26271
H 1.28786 -2.12555 -3.37090
H 0.74772 -3.71620 -3.82227
H -0.23415 -2.25525 -4.24662
H -0.07543 -2.16634 -1.65800
C -0.09752 0.43325 -0.19194
O -0.14793 -0.97465 -0.26570
H 0.78130 0.88716 -0.65027
H -0.98547 0.93860 -0.58585
H -0.04966 0.70089 0.87057
H -0.56247 -1.28868 0.57050
C -2.76445 3.31314 1.05129
O -1.66895 3.14211 1.98705
H -2.57528 4.20571 0.45713
H -2.89841 2.43401 0.42748
H -3.68690 3.41357 1.63621
H -1.43245 4.01620 2.30237
C 3.50311 -1.21514 -1.14547
O 4.36509 -0.88541 -2.24196
H 2.46040 -1.12592 -1.45035
H 3.70910 -2.25590 -0.86400
H 3.80582 -0.64837 -0.26852
H 4.28097 -1.59392 -2.88475
C 2.09261 1.41673 -3.54702
O 1.18629 2.13451 -4.40355
H 1.64265 0.47885 -3.24593
H 3.03011 1.26612 -4.08919
H 2.32178 2.09166 -2.71651
H 1.60630 2.95871 -4.65605
*
```

---

Arrangement x

Entry from the Open Molecules 2025 dataset: 7 unconnected molecules or ions with the total composition C7H28O7 (ωB97M-V/def2-TZVPD).

Computed properties:
LUMO in eV: 0.453
E_HOMO in eV: -9.242
HOMO-LUMO gap in eV: 9.695
SMILES: CO.CO.CO.CO.CO.CO.CO

Geometry as ORCA input:
```
! wB97M-V def2-TZVPD RIJCOSX def2/J DEFGRID3
* xyz 0 1
C -1.22510 -3.60607 0.66357
O -1.17871 -5.01115 1.19055
H -0.21561 -3.24851 1.10992
H -2.13863 -3.22478 0.79783
H -0.90723 -3.59882 -0.39392
H -1.57197 -5.50802 0.53914
C 2.48731 0.60716 3.03641
O 1.16758 0.81939 3.33676
H 3.17378 0.81852 3.81324
H 2.76718 1.46832 2.33745
H 2.97051 -0.45313 2.65611
H 0.81968 -0.10848 3.54054
C 0.05443 0.58947 0.09991
O 0.29822 1.75901 0.99006
H 0.75860 0.74110 -0.85054
H -0.88728 0.84442 -0.11168
H 0.21753 -0.41351 0.62268
H 0.51843 1.25421 1.81953
C 3.69177 1.04447 -2.76487
O 3.54812 1.45210 -4.16341
H 4.17949 0.19071 -2.62280
H 2.58049 0.76057 -2.42773
H 4.24335 1.81790 -2.23395
H 4.48701 1.43379 -4.35587
C 0.28628 3.37509 -2.18820
O 0.66501 3.90917 -0.85949
H -0.54474 2.76197 -1.88592
H 1.26783 2.89018 -2.57610
H 0.08725 4.00804 -2.77575
H 0.55125 3.26419 -0.16057
C -4.03408 -0.51538 -3.14622
O -3.11567 -0.54081 -1.98163
H -4.91299 0.05467 -2.85023
H -4.19876 -1.48292 -3.49725
H -3.65393 0.10609 -3.80135
H -3.53409 0.10434 -1.29217
C -1.67639 -1.15255 3.28647
O -0.30463 -1.61370 3.36178
H -1.88044 -0.12253 2.97938
H -1.96580 -1.26525 4.43341
H -2.40196 -1.76641 2.64017
H -0.47307 -2.44284 3.68476
*
```

---

Bottom line: arrangement w, by a margin of 0.2012 hartree.